w.
11
Properties=species:S:1:pos:R:3:mulliken_charge:R:1 method="wB97M-V/def2-TZVPD" lumo_energy_ev=0.716 gap_ev=11.1 smiles="NC(N)=O.O"
N -1.540 0.493 -0.602 -0.4248
C -0.656 0.018 0.343 0.6099
N -0.143 1.005 1.153 -0.3697
O -0.372 -1.146 0.524 -0.6141
H -1.725 1.478 -0.707 0.1691
H -1.768 -0.014 -1.438 0.2318
H -0.249 1.953 0.847 0.1597
H 0.201 0.760 2.061 0.2221
H 1.607 -0.596 -0.438 0.3440
H 2.631 -1.294 -1.236 0.3157
O 2.214 -0.427 -1.173 -0.6437


x.
11
Properties=species:S:1:pos:R:3:mulliken_charge:R:1 method="wB97M-V/def2-TZVPD" lumo_energy_ev=0.759 gap_ev=10.7 smiles="NC(=O)O.N"
N 1.685 -0.202 1.540 -0.8421
H 0.721 -0.318 0.051 0.4954
H 1.098 -0.668 2.221 0.2672
H 2.604 -0.640 1.619 0.2388
H 1.762 0.770 1.815 0.2614
N -1.826 -0.045 -1.736 -0.4689
C -1.006 0.207 -0.650 0.6071
O 0.152 -0.428 -0.773 -0.4743
O -1.351 0.842 0.316 -0.5919
H -1.282 -0.163 -2.569 0.2387
H -2.557 0.646 -1.834 0.2685


Computed energies relative to the best structure, in kJ/mol: w 44.3; x 0.0